1.
ORCA calculation (the ωB97M-V functional and the def2-TZVPD basis) on a structure of composition C36H53BN7S7SiW at a distorted geometry.

XYZ file:
```
106
C36H53BN7S7SiW, DFT the ωB97M-V functional and the def2-TZVPD basis
W 1.2876 0.6942 1.7214
C 3.2764 -3.3008 -1.5518
C 2.1667 -2.3503 -1.8665
C 1.6293 -2.2170 -3.1078
C 0.6156 -1.2559 -3.3589
N 0.1198 -0.5457 -2.3827
N 0.6306 -0.6920 -1.1508
B -0.0621 0.1689 -0.0258
N -0.3427 1.5585 -0.6917
N -1.5820 1.9670 -0.9261
C -1.7515 3.0942 -1.5738
C -0.6435 3.8167 -2.0662
C 0.6306 3.4160 -1.7838
C 1.8460 4.1752 -2.2054
C 0.7553 2.2507 -0.9990
S 2.2751 1.6707 -0.3803
C -3.1789 3.5617 -1.8165
C -4.1568 2.7884 -0.9323
C -3.5101 3.3131 -3.2971
C -3.3003 5.0588 -1.5033
N -1.3375 -0.6352 0.3947
N -2.2656 -0.7881 -0.5681
C -3.3078 -1.5321 -0.3310
C -3.4741 -2.1730 0.9241
C -2.5168 -2.0774 1.8806
C -2.6141 -2.7693 3.2020
C -1.3775 -1.2699 1.5725
S -0.0821 -1.1783 2.6846
C -4.3358 -1.7147 -1.4366
C -4.4800 -3.2155 -1.7342
C -3.8922 -0.9976 -2.7085
C -5.6831 -1.1488 -0.9636
C 1.6586 -1.4849 -0.8534
S 2.3777 -1.3839 0.6911
C 0.0720 -1.0211 -4.7614
C 1.2458 -0.7199 -5.7050
C -0.8969 0.1634 -4.7806
C -0.6508 -2.2927 -5.2293
H 3.5179 -3.9165 -2.4174
H 3.0046 -3.9482 -0.7149
H 4.1681 -2.7465 -1.2474
H 1.9947 -2.8379 -3.9178
H -0.8037 4.7180 -2.6451
H 1.5736 5.0457 -2.7994
H 2.5186 3.5421 -2.7886
H 2.4022 4.5024 -1.3232
H -4.0954 1.7177 -1.1228
H -5.1745 3.1285 -1.1372
H -3.9428 2.9505 0.1273
H -3.4465 2.2492 -3.5367
H -2.8245 3.8521 -3.9570
H -4.5253 3.6562 -3.5129
H -2.9931 5.2741 -0.4762
H -4.3416 5.3682 -1.6184
H -2.7032 5.6745 -2.1787
H -4.3632 -2.7630 1.1127
H -3.5554 -3.3132 3.2841
H -2.5443 -2.0459 4.0180
H -1.7862 -3.4716 3.3296
H -3.5222 -3.6463 -2.0401
H -5.1940 -3.3585 -2.5491
H -4.8483 -3.7760 -0.8712
H -2.9432 -1.3988 -3.0657
H -3.7532 0.0699 -2.5358
H -4.6473 -1.1361 -3.4860
H -6.0419 -1.6475 -0.0589
H -6.4359 -1.2946 -1.7428
H -5.6085 -0.0785 -0.7565
H 1.8036 0.1574 -5.3664
H 0.8641 -0.5150 -6.7079
H 1.9412 -1.5601 -5.7824
H -0.3977 1.0849 -4.4682
H -1.7425 0.0029 -4.1108
H -1.2738 0.3009 -5.7979
H 0.0173 -3.1587 -5.2393
H -1.0279 -2.1513 -6.2455
H -1.4987 -2.5219 -4.5803
S -0.4353 1.6851 2.8152
S 0.9102 3.0642 2.0567
S 3.8159 0.9063 2.4613
S 5.2362 0.7983 1.1784
C 5.4068 -2.2548 2.6504
Si 4.5568 -1.5612 4.1476
C 5.6500 -1.6917 5.6433
C 2.9258 -2.4128 4.4311
N 4.2282 0.1999 3.9117
C 3.6360 0.9074 5.0244
C 2.2593 1.0689 5.0899
C 1.6789 1.7520 6.1461
C 2.4801 2.2488 7.1642
C 3.8583 2.0807 7.1046
C 4.4422 1.4240 6.0316
H 5.5918 -3.3180 2.8486
H 6.3684 -1.7739 2.4598
H 4.7973 -2.1883 1.7457
H 5.9266 -2.7413 5.8016
H 5.1584 -1.3341 6.5480
H 6.5734 -1.1215 5.5022
H 3.0898 -3.4701 4.6727
H 2.3065 -2.3812 3.5311
H 2.3630 -1.9637 5.2545
H 1.6194 0.6769 4.3038
H 0.6047 1.8947 6.1665
H 2.0333 2.7736 7.9993
H 4.4870 2.4776 7.8927
H 5.5147 1.3118 5.9643
```

- Net charge: +1
- HOMO energy (alpha / beta): -0.3479 / -0.3478 hartree
- Orbital gap (alpha / beta): 5.01 / 5.01 eV
- Calculated total energy: -4955.6116 Eh
- Max |F|: 1.606 eV/A

=====

2.
ORCA calculation (the ωB97M-V functional and the def2-TZVPD basis) on a structure of composition C16H18NO6PS3Sn at a distorted geometry.

XYZ file:
```
46
C16H18NO6PS3Sn, DFT the ωB97M-V functional and the def2-TZVPD basis
Sn -0.8601 -1.2720 -0.1265
O 2.5234 -4.6231 0.3066
C 2.8455 -3.9777 1.2357
O 3.3632 -3.4091 2.1102
C -1.7835 -2.3203 -5.1275
O -1.0254 -2.5273 -6.0390
O -2.5951 -1.9336 -4.3576
C 2.3080 -0.6075 3.9040
C 1.5277 0.4171 3.1542
O 0.1118 0.5182 3.6740
P -1.1218 0.0413 2.7286
S -1.2151 0.9858 0.9619
S -1.2396 -1.9312 2.4212
O -2.2400 0.6548 3.6308
C -3.6738 0.5054 3.3090
C -4.2007 -0.8583 3.7028
H 2.8875 -0.1235 4.6976
H 2.9790 -1.0539 3.2394
H 1.7222 -1.4409 4.3528
H 1.3830 0.1538 2.0985
H 1.9275 1.4701 3.2659
H -3.7764 0.7484 2.2241
H -4.2029 1.2934 3.8325
H -3.8336 -1.5494 2.9482
H -5.3109 -0.9156 3.6669
H -3.8950 -1.2314 4.6701
C -2.4611 0.5410 -2.3511
C -1.0388 0.9172 -2.6466
C -0.6947 1.9613 -3.5777
C 0.6445 2.2533 -3.8334
C 1.7206 1.6784 -3.1012
C 3.0670 2.0334 -3.1553
C 3.9302 1.5456 -2.1929
C 3.5177 0.5358 -1.2630
C 2.2268 0.0885 -1.3062
S 1.8024 -1.3089 -0.4567
C 1.2553 0.7584 -2.1214
N -0.1009 0.3871 -1.9327
H -2.9645 1.2292 -1.7210
H -2.5237 -0.5506 -2.1340
H -2.9843 0.5850 -3.3090
H -1.4610 2.5322 -4.1525
H 0.8273 2.9932 -4.6055
H 3.4448 2.8043 -3.9408
H 4.9667 1.9054 -2.0873
H 4.2212 0.0968 -0.5959
```

- <S²>: 0.77
- Net charge: -1
- HOMO energy (alpha / beta): -0.0368 / -0.1429 hartree
- Orbital gap (alpha / beta): 3.49 / 6.36 eV
- Calculated total energy: -2877.1171 Eh
- Multiplicity: 2
- Max |F|: 4.549 eV/A

=====

Question: Which value of calculated total energy does entry 2 give?
Answer: -2877.1171 Eh

=====

Question: Number 2 is which compound?
Answer: C16H18NO6PS3Sn

=====

Question: Which of these has the highest calculated total energy?
Answer: C16H18NO6PS3Sn

=====

Question: Look up the calculated total energy of the second one.
Answer: -2877.1171 Eh